The following is a quantum chemistry calculation of one molecule with the formula C6H13N at a distorted geometry, from the Open Molecules 2025 dataset.

Properties
- gap between HOMO and LUMO (eV) = 9.4
- SMILES = CCC/C=C(/C)N
- lowest unoccupied orbital energy (eV) = 1.0
- strongest force on any atom (Eh/bohr) = 0.025

Last columns: bonded neighbours and bond lengths (Å).
Cartesian coordinates (Å):
1 C -1.87 -0.89 0.88  C2 1.515, H8 1.086, H9 1.088, H10 1.092
2 C -0.59 -1.49 1.44  C1 1.515, C3 1.541, H11 1.089, H12 1.096
3 C 0.64 -0.59 1.30  C2 1.541, C4 1.502, H13 1.092, H14 1.087
4 C 1.06 -0.25 -0.11  C3 1.502, C5 1.324, H15 1.086
5 C 0.62 0.80 -0.79  C4 1.324, C6 1.529, N7 1.425
6 C 0.89 0.87 -2.29  C5 1.529, H16 1.086, H17 1.082, H18 1.094
7 N -0.41 1.65 -0.30  C5 1.425, H19 1.011, H20 1.013
8 H -2.00 0.12 1.26  C1 1.086
9 H -1.78 -0.80 -0.20  C1 1.088
10 H -2.76 -1.49 1.09  C1 1.092
11 H -0.68 -1.68 2.51  C2 1.089
12 H -0.30 -2.39 0.88  C2 1.096
13 H 1.52 -1.05 1.75  C3 1.092
14 H 0.46 0.34 1.84  C3 1.087
15 H 1.52 -1.00 -0.73  C4 1.086
16 H 1.94 0.97 -2.53  C6 1.086
17 H 0.31 1.69 -2.70  C6 1.082
18 H 0.56 -0.04 -2.80  C6 1.094
19 H -0.23 2.58 0.06  N7 1.011
20 H -1.09 1.81 -1.04  N7 1.013

The following is a quantum chemistry calculation of a 7-piece molecular cluster, C42H94N4O7S3 overall at a distorted geometry, from the Open Molecules 2025 dataset.

Properties
- 2S+1 = 2
- gap between HOMO and LUMO (spin up / spin down) (eV) = 7.6 / 3.5
- <S²> = 0.75
- lowest unoccupied orbital energy (spin up / spin down) (eV) = -2.0 / -6.1
- net charge = +1
- strongest force on any atom (Eh/bohr) = 0.076

Last columns: bonded neighbours and bond lengths (Å).
Cartesian coordinates (Å):
1 C 4.25 -6.75 6.89  C2 1.556, H12 1.090, H13 1.090, H14 1.090
2 C 4.02 -5.27 6.48  C1 1.556, C3 1.492, N7 1.420, C11 1.600
3 C 3.93 -5.34 4.99  C2 1.492, C4 1.599, H15 1.090, H16 1.090
4 C 3.55 -3.91 4.38  C3 1.599, C5 1.468, H17 1.090, H18 1.090
5 C 2.31 -3.36 4.95  C4 1.468, C6 1.612, H19 1.090, H20 1.090
6 C 2.17 -3.50 6.55  C5 1.612, N7 1.456, C9 1.499, C10 1.569
7 N 2.81 -4.73 7.00  C2 1.420, C6 1.456, O8 1.450
8 O 2.89 -4.85 8.44  N7 1.450, H30 0.960
9 C 2.78 -2.27 7.16  C6 1.499, H21 1.090, H22 1.090, H23 1.090
10 C 0.66 -3.67 6.91  C6 1.569, H24 1.090, H25 1.090, H26 1.090
11 C 5.30 -4.39 6.85  C2 1.600, H27 1.090, H28 1.090, H29 1.090
12 H 4.63 -6.87 7.91  C1 1.090
13 H 5.09 -7.07 6.28  C1 1.090
14 H 3.33 -7.33 6.90  C1 1.090
15 H 4.79 -5.88 4.62  C3 1.090
16 H 3.05 -5.93 4.73  C3 1.090
17 H 3.38 -3.89 3.31  C4 1.090
18 H 4.31 -3.14 4.30  C4 1.090
19 H 1.35 -3.54 4.47  C5 1.090
20 H 2.28 -2.32 4.61  C5 1.090
21 H 3.81 -2.20 6.80  C9 1.090
22 H 2.22 -1.37 6.91  C9 1.090
23 H 2.91 -2.17 8.23  C9 1.090
24 H 0.23 -4.57 6.49  C10 1.090
25 H 0.50 -3.80 7.98  C10 1.090
26 H 0.05 -2.83 6.58  C10 1.090
27 H 6.20 -4.95 6.61  C11 1.090
28 H 5.30 -4.12 7.91  C11 1.090
29 H 5.48 -3.44 6.34  C11 1.090
30 H 2.30 -5.59 8.61  O8 0.960
31 C -2.11 5.58 0.46  C32 1.541, H42 1.090, H43 1.090, H44 1.090
32 C -2.81 4.21 0.50  C31 1.541, C33 1.525, N37 1.455, C41 1.627
33 C -4.25 4.38 0.96  C32 1.525, C34 1.552, H45 1.090, H46 1.090
34 C -5.07 5.00 -0.20  C33 1.552, C35 1.480, H47 1.090, H48 1.090
35 C -4.97 4.08 -1.35  C34 1.480, C36 1.531, H49 1.090, H50 1.090
36 C -3.57 3.72 -1.87  C35 1.531, N37 1.501, C39 1.536, C40 1.563
37 N -2.76 3.34 -0.67  C32 1.455, C36 1.501, O38 1.350
38 O -1.60 2.69 -0.92  N37 1.350, H60 0.960
39 C -3.43 2.60 -2.91  C36 1.536, H51 1.090, H52 1.090, H53 1.090
40 C -3.01 4.96 -2.64  C36 1.563, H54 1.090, H55 1.090, H56 1.090
41 C -2.20 3.31 1.72  C32 1.627, H57 1.090, H58 1.090, H59 1.090
42 H -2.16 6.09 1.42  C31 1.090
43 H -2.45 6.27 -0.31  C31 1.090
44 H -1.14 5.42 -0.02  C31 1.090
45 H -4.67 3.40 1.16  C33 1.090
46 H -4.52 4.99 1.82  C33 1.090
47 H -4.75 6.02 -0.44  C34 1.090
48 H -6.12 4.97 0.09  C34 1.090
49 H -5.47 4.38 -2.27  C35 1.090
50 H -5.51 3.14 -1.28  C35 1.090
51 H -3.81 1.62 -2.65  C39 1.090
52 H -3.81 2.90 -3.89  C39 1.090
53 H -2.46 2.43 -3.37  C39 1.090
54 H -3.42 5.15 -3.64  C40 1.090
55 H -2.94 5.95 -2.20  C40 1.090
56 H -1.97 4.77 -2.90  C40 1.090
57 H -1.15 3.05 1.83  C41 1.090
58 H -2.66 2.33 1.65  C41 1.090
59 H -2.52 3.65 2.71  C41 1.090
60 H -1.85 1.78 -1.07  O38 0.960
61 C -4.09 -0.62 1.24  C62 1.602, H72 1.090, H73 1.090, H74 1.090
62 C -4.94 -1.79 0.56  C61 1.602, C63 1.628, N67 1.474, C71 1.547
63 C -6.19 -1.05 -0.17  C62 1.628, C64 1.477, H75 1.090, H76 1.090
64 C -5.78 -0.46 -1.46  C63 1.477, C65 1.493, H77 1.090, H78 1.090
65 C -5.06 -1.46 -2.31  C64 1.493, C66 1.515, H79 1.090, H80 1.090
66 C -3.78 -2.03 -1.75  C65 1.515, N67 1.485, C69 1.573, C70 1.587
67 N -4.00 -2.48 -0.35  C62 1.474, C66 1.485, O68 1.377
68 O -2.96 -3.14 0.27  N67 1.377, H90 0.960
69 C -3.38 -3.22 -2.70  C66 1.573, H81 1.090, H82 1.090, H83 1.090
70 C -2.69 -0.88 -1.75  C66 1.587, H84 1.090, H85 1.090, H86 1.090
71 C -5.52 -2.84 1.53  C62 1.547, H87 1.090, H88 1.090, H89 1.090
72 H -3.05 -0.75 1.54  C61 1.090
73 H -4.73 -0.38 2.09  C61 1.090
74 H -4.07 0.17 0.49  C61 1.090
75 H -7.11 -1.63 -0.06  C63 1.090
76 H -6.32 -0.12 0.38  C63 1.090
77 H -5.16 0.43 -1.37  C64 1.090
78 H -6.65 0.02 -1.90  C64 1.090
79 H -4.87 -0.87 -3.21  C65 1.090
80 H -5.70 -2.27 -2.65  C65 1.090
81 H -2.30 -3.21 -2.80  C69 1.090
82 H -3.62 -4.10 -2.11  C69 1.090
83 H -3.85 -3.17 -3.69  C69 1.090
84 H -2.44 -0.66 -2.79  C70 1.090
85 H -3.06 -0.03 -1.17  C70 1.090
86 H -1.70 -1.18 -1.41  C70 1.090
87 H -6.22 -3.36 0.88  C71 1.090
88 H -6.13 -2.44 2.35  C71 1.090
89 H -4.80 -3.48 2.04  C71 1.090
90 H -2.41 -2.48 0.70  O68 0.960
91 C 1.72 2.47 -4.15  C92 1.511, H102 1.090, H103 1.090, H104 1.090
92 C 1.81 3.82 -3.49  C91 1.511, C93 1.580, N97 1.468, C101 1.571
93 C 2.31 3.48 -2.03  C92 1.580, C94 1.544, H105 1.090, H106 1.090
94 C 3.84 3.42 -1.86  C93 1.544, C95 1.532, H107 1.090, H108 1.090
95 C 4.61 4.63 -2.39  C94 1.532, C96 1.578, H109 1.090, H110 1.090
96 C 4.13 4.82 -3.88  C95 1.578, N97 1.480, C99 1.555, C100 1.565
97 N 2.67 4.83 -4.12  C92 1.468, C96 1.480, O98 1.369
98 O 2.30 5.07 -5.42  N97 1.369, H120 0.960
99 C 4.54 6.28 -4.25  C96 1.555, H111 1.090, H112 1.090, H113 1.090
100 C 5.01 3.95 -4.82  C96 1.565, H114 1.090, H115 1.090, H116 1.090
101 C 0.35 4.40 -3.44  C92 1.571, H117 1.090, H118 1.090, H119 1.090
102 H 2.69 1.98 -4.16  C91 1.090
103 H 1.19 2.47 -5.11  C91 1.090
104 H 1.18 1.78 -3.50  C91 1.090
105 H 1.85 4.10 -1.26  C93 1.090
106 H 2.00 2.50 -1.66  C93 1.090
107 H 4.08 2.47 -2.32  C94 1.090
108 H 4.21 3.44 -0.83  C94 1.090
109 H 5.67 4.39 -2.50  C95 1.090
110 H 4.43 5.47 -1.70  C95 1.090
111 H 5.51 6.72 -4.04  C99 1.090
112 H 4.26 6.63 -5.24  C99 1.090
113 H 3.96 6.95 -3.62  C99 1.090
114 H 4.94 4.12 -5.90  C100 1.090
115 H 6.08 3.94 -4.58  C100 1.090
116 H 4.65 2.92 -4.82  C100 1.090
117 H 0.16 5.29 -2.84  C101 1.090
118 H -0.33 3.58 -3.19  C101 1.090
119 H -0.04 4.59 -4.44  C101 1.090
120 H 1.70 5.81 -5.33  O98 0.960
121 C 1.00 0.01 -0.67  S122 1.869, H125 1.090, H126 1.090, H127 1.090
122 S 0.12 -0.15 0.98  C121 1.869, O123 1.542, C124 1.799
123 O -0.78 -1.40 0.95  S122 1.542
124 C 1.47 -0.65 2.06  S122 1.799, H128 1.090, H129 1.090, H130 1.090
125 H 1.28 -1.00 -0.97  C121 1.090
126 H 1.91 0.62 -0.60  C121 1.090
127 H 0.37 0.40 -1.46  C121 1.090
128 H 2.18 0.17 2.20  C124 1.090
129 H 2.17 -1.47 1.90  C124 1.090
130 H 0.99 -0.74 3.03  C124 1.090
131 C 0.60 -4.66 0.71  S132 1.937, H135 1.090, H136 1.090, H137 1.090
132 S 1.65 -4.53 -0.91  C131 1.937, O133 1.535, C134 1.904
133 O 2.13 -5.87 -1.47  S132 1.535
134 C 0.42 -3.94 -2.25  S132 1.904, H138 1.090, H139 1.090, H140 1.090
135 H -0.44 -4.34 0.58  C131 1.090
136 H 1.08 -4.24 1.59  C131 1.090
137 H 0.80 -5.71 0.92  C131 1.090
138 H 0.60 -4.10 -3.31  C134 1.090
139 H 0.06 -2.91 -2.25  C134 1.090
140 H -0.52 -4.45 -2.06  C134 1.090
141 C 3.51 -3.05 -3.55  S142 1.873, H145 1.090, H146 1.090, H147 1.090
142 S 2.65 -1.40 -3.38  C141 1.873, O143 1.527, C144 1.896
143 O 3.79 -0.46 -3.75  S142 1.527
144 C 1.67 -1.47 -5.00  S142 1.896, H148 1.090, H149 1.090, H150 1.090
145 H 4.33 -2.99 -2.82  C141 1.090
146 H 3.92 -3.28 -4.53  C141 1.090
147 H 2.82 -3.88 -3.44  C141 1.090
148 H 2.42 -1.66 -5.77  C144 1.090
149 H 1.19 -0.56 -5.34  C144 1.090
150 H 1.01 -2.33 -4.86  C144 1.090